[1]
{"formula": "C2H6N2O", "method": "ωB97M-V with the def2-TZVPD basis set", "energy_ev": -7192.348, "largest_force_ha_per_bohr": 0.11574, "multiplicity": 3, "de_lowest_ev": 1.629, "lumo_energy_ev": [0.960, -2.690], "s_squared": 2.012, "homo_lumo_gap_ev": [7.29, 6.51], "e_homo_ev": [-6.33, -9.20], "species": ["O", "N", "N", "C", "C", "H", "H", "H", "H", "H", "H"], "coordinates": [[-2.434407, -0.535813, -0.580346], [1.750992, -0.521620, 0.311668], [0.825953, -0.254289, -0.755162], [-1.498806, -0.137574, 0.061587], [-0.477033, 0.790742, -0.309756], [-1.239493, -0.600662, 1.026940], [0.346135, -1.176484, -0.952172], [-0.205844, 1.503372, 0.415670], [-0.602182, 1.441203, -1.206234], [1.207487, -0.691043, 1.251102], [2.327193, 0.182170, 0.736699]], "atomic_forces_ev_per_a": [[-4.440, -2.079, -3.374], [-2.446, -1.784, 2.720], [-0.283, 1.476, 0.920], [3.382, 1.977, 4.380], [2.157, -0.830, -3.412], [-0.562, -0.242, 0.079], [0.790, 1.403, 0.477], [0.932, 0.140, 1.498], [-0.499, -1.016, 0.317], [0.599, -0.476, -2.031], [0.371, 1.430, -1.574]]}


[2]
{"formula": "C2H6N2O", "method": "ωB97M-V with the def2-TZVPD basis set", "energy_ev": -7190.312, "largest_force_ha_per_bohr": 0.02885, "multiplicity": 2, "de_lowest_ev": 0.000, "lumo_energy_ev": [-3.736, -9.058], "s_squared": 0.756, "total_charge": 1, "homo_lumo_gap_ev": [12.38, 6.75], "e_homo_ev": [-16.12, -15.81], "species": ["O", "N", "N", "C", "C", "H", "H", "H", "H", "H", "H"], "coordinates": [[-1.482550, 0.939546, -0.146951], [0.549821, -0.141114, -0.068342], [-0.975283, -0.372830, 1.654997], [-0.753046, 0.218091, 0.453015], [0.899830, 0.212846, -1.398634], [0.090872, 0.008285, -2.095626], [-0.632631, -1.284340, 1.889776], [1.066396, 1.306519, -1.388374], [1.138249, -0.653361, 0.601579], [-1.742380, 0.004990, 2.197024], [1.840724, -0.238632, -1.698464]], "atomic_forces_ev_per_a": [[0.331, 0.568, -0.460], [-0.323, -0.292, -0.180], [0.063, 0.716, -0.100], [-0.843, -0.801, 0.922], [0.938, 0.064, 0.368], [-0.295, 0.083, 0.060], [0.201, -0.164, 0.199], [-0.235, 0.075, -0.126], [0.295, 0.230, -0.618], [-0.086, -0.298, -0.150], [-0.046, -0.182, 0.085]]}


[3]
{"formula": "C2H6N2O2", "method": "ωB97M-V with the def2-TZVPD basis set", "energy_ev": -9246.403, "largest_force_ha_per_bohr": 0.06409, "multiplicity": 1, "de_lowest_ev": 0.915, "lumo_energy_ev": 0.641, "smiles": "NC=O.NC=O", "homo_lumo_gap_ev": 10.72, "e_homo_ev": -10.08, "species": ["O", "O", "N", "N", "C", "C", "H", "H", "H", "H", "H", "H"], "coordinates": [[-1.515892, -3.442163, -0.521850], [-0.594418, 2.204225, 0.365688], [-0.463398, -1.461495, -0.160551], [1.525184, 2.087461, -0.274849], [0.472026, 1.647640, 0.496618], [-1.557981, -2.295760, -0.124734], [0.740841, 0.856596, 1.232897], [2.472661, 1.799656, 0.017137], [-2.203651, -2.026016, 0.710438], [-0.600628, -0.471024, -0.075488], [0.383015, -1.679250, -0.684336], [1.342240, 2.780130, -0.980968]], "atomic_forces_ev_per_a": [[-0.556, 0.604, -0.624], [-0.702, -1.050, 0.494], [0.254, 0.642, -0.685], [0.912, -1.684, 1.339], [0.910, 1.924, -0.857], [2.365, -1.695, 1.547], [-0.280, 0.244, -0.280], [-0.902, 0.492, -0.783], [-1.101, 0.673, -0.459], [-0.372, 0.145, 0.236], [-0.710, -0.402, -0.075], [0.183, 0.107, 0.146]]}


[4]
{"formula": "C2H6N2O2", "method": "ωB97M-V with the def2-TZVPD basis set", "energy_ev": -9246.880, "largest_force_ha_per_bohr": 0.03141, "multiplicity": 1, "de_lowest_ev": 0.438, "lumo_energy_ev": 0.620, "smiles": "NC=O.NC=O", "homo_lumo_gap_ev": 10.20, "e_homo_ev": -9.58, "species": ["O", "O", "N", "N", "C", "C", "H", "H", "H", "H", "H", "H"], "coordinates": [[-0.800292, 0.573982, -0.653407], [1.223469, -0.375923, 3.739221], [0.461648, -0.678613, 1.599208], [-0.259141, 1.285505, -2.736997], [-1.089690, 0.690462, -1.820692], [0.924680, -1.066206, 2.802899], [0.116400, 0.256050, 1.517831], [-2.043434, 0.355761, -2.252249], [0.992896, -2.169420, 2.877932], [-0.311253, 0.862489, -3.646843], [0.601991, 1.570527, -2.301279], [0.182722, -1.304613, 0.874381]], "atomic_forces_ev_per_a": [[-0.371, 0.093, 0.183], [0.016, 0.817, 0.292], [0.001, 0.726, 0.340], [-0.986, -0.442, 0.786], [0.493, 0.191, -0.236], [-0.149, -1.589, -0.246], [0.041, 0.429, -0.274], [-0.051, -0.154, 0.057], [0.187, -0.015, -0.093], [0.416, 0.418, -0.311], [0.471, -0.103, -0.523], [-0.069, -0.371, 0.024]]}


[5]
{"formula": "C2H6N2O2", "method": "ωB97M-V with the def2-TZVPD basis set", "energy_ev": -9242.723, "largest_force_ha_per_bohr": 0.05759, "multiplicity": 1, "de_lowest_ev": 4.595, "lumo_energy_ev": 0.847, "smiles": "C/N=[N+](\\[O-])CO", "homo_lumo_gap_ev": 10.51, "e_homo_ev": -9.66, "species": ["O", "O", "N", "N", "C", "C", "H", "H", "H", "H", "H", "H"], "coordinates": [[-0.073652, 1.289427, -0.799782], [1.806545, -0.302325, -1.684667], [0.186084, 0.341278, -0.045670], [-0.582416, -0.421807, 0.605458], [1.550903, -0.315791, -0.288979], [-1.950568, 0.066489, 0.842390], [2.289906, 0.516137, -1.914749], [2.280958, 0.019988, 0.422860], [-2.048922, 0.096288, 1.889877], [-2.619241, -0.695230, 0.668260], [-2.224227, 0.794937, 0.181090], [1.384631, -1.389390, 0.123911]], "atomic_forces_ev_per_a": [[-0.292, 0.783, 0.870], [0.661, 0.435, 1.775], [0.028, -2.033, -1.457], [-0.063, 0.861, 0.626], [-1.092, -2.669, -0.074], [2.538, -1.520, 0.128], [-0.520, -0.509, 0.232], [0.583, 1.242, -0.264], [-0.096, 1.397, 1.389], [-1.254, -2.376, -0.922], [-0.624, 2.738, -0.889], [0.131, 1.652, -1.412]]}


[6]
{"formula": "C2H6N2O2", "method": "ωB97M-V with the def2-TZVPD basis set", "energy_ev": -9246.143, "largest_force_ha_per_bohr": 0.04129, "multiplicity": 1, "de_lowest_ev": 1.175, "lumo_energy_ev": 0.661, "smiles": "[H]/N=C\\C(N)=O.O", "homo_lumo_gap_ev": 10.65, "e_homo_ev": -9.99, "species": ["O", "O", "N", "N", "C", "C", "H", "H", "H", "H", "H", "H"], "coordinates": [[-2.193440, -0.021183, -0.737094], [-0.110746, 1.694545, 0.200142], [-0.047549, -1.656742, 0.803456], [1.561893, 0.444013, -0.754994], [0.296419, -0.463117, 1.146842], [0.532717, 0.667661, 0.107804], [0.591058, -0.217458, 2.177815], [1.969898, -0.474575, -0.871391], [-2.090295, -0.372224, 0.190955], [1.767010, 1.150629, -1.448994], [-0.283460, -1.677417, -0.201824], [-1.993504, 0.925869, -0.612717]], "atomic_forces_ev_per_a": [[0.150, -0.105, 1.516], [0.304, 0.094, -0.367], [-0.076, 1.550, 0.554], [-0.325, 0.017, -0.067], [0.748, -1.182, -1.598], [0.022, -0.357, 1.261], [-0.386, -0.156, -0.287], [-0.169, 0.296, 0.166], [-0.355, 0.494, -1.471], [-0.116, -0.138, 0.102], [0.265, -0.027, 0.334], [-0.062, -0.487, -0.143]]}


[7]
{"formula": "C2H6N2O2", "method": "ωB97M-V with the def2-TZVPD basis set", "energy_ev": -9240.964, "largest_force_ha_per_bohr": 0.12092, "multiplicity": 1, "de_lowest_ev": 6.354, "lumo_energy_ev": [0.415, 0.414], "smiles": "C/N=[N+](/[O-])OC", "homo_lumo_gap_ev": [9.44, 9.43], "e_homo_ev": [-9.02, -9.02], "species": ["O", "O", "N", "N", "C", "C", "H", "H", "H", "H", "H", "H"], "coordinates": [[-0.090238, -0.388786, -0.576150], [-1.892927, 0.767500, 0.038230], [0.076157, 1.178828, 1.259867], [-0.709857, 0.522220, 0.193913], [-0.999524, -1.090824, -1.450710], [1.473412, 0.763548, 1.307718], [-0.987366, -0.481082, -2.318492], [-0.630973, -2.061707, -1.638295], [2.152022, 1.113475, 0.486049], [1.897343, 1.103812, 2.242916], [-1.900235, -1.153792, -0.953007], [1.612186, -0.273191, 1.407960]], "atomic_forces_ev_per_a": [[0.766, -0.668, 0.317], [1.301, -0.345, -0.001], [-2.754, -2.208, -4.107], [1.971, 3.356, 4.849], [1.483, 1.115, 0.006], [0.329, 0.678, -0.762], [-0.707, 0.145, -1.094], [0.860, -0.892, -0.076], [-0.801, -0.081, 0.441], [-0.241, 0.741, 0.209], [-2.145, -0.082, 0.529], [-0.062, -1.759, -0.311]]}


[8]
{"formula": "C2H6N2O2", "method": "ωB97M-V with the def2-TZVPD basis set", "energy_ev": -9238.887, "largest_force_ha_per_bohr": 0.03658, "multiplicity": 1, "de_lowest_ev": 8.431, "lumo_energy_ev": [-0.137, 0.249], "homo_lumo_gap_ev": [7.54, 9.09], "e_homo_ev": [-7.68, -8.84], "species": ["O", "O", "N", "N", "C", "C", "H", "H", "H", "H", "H", "H"], "coordinates": [[-2.404618, 0.712867, 0.573587], [0.559313, -0.331127, -0.969765], [-1.278184, 1.470497, 0.718145], [-0.296287, 0.645981, 0.599585], [-1.239252, -0.424981, 0.298294], [1.870866, -0.601740, -0.620909], [-1.277537, -1.235179, 1.019712], [2.579925, -0.156483, -1.336418], [2.069584, -1.686155, -0.574246], [-1.430366, -0.679719, -0.734170], [-1.277461, 2.484600, 0.647993], [2.124018, -0.198563, 0.378192]], "atomic_forces_ev_per_a": [[0.693, -0.878, -0.309], [0.218, -0.040, -0.215], [0.266, -0.019, -0.187], [0.091, -0.183, 0.047], [-1.350, 1.070, 0.756], [0.192, 0.142, -0.078], [-0.023, 0.005, -0.041], [0.000, -0.043, 0.094], [-0.086, 0.117, -0.026], [0.159, 0.034, 0.021], [-0.014, -0.188, 0.028], [-0.147, -0.016, -0.089]]}